--- one ---
{"formula": "C6H14N2O", "method": "the ωB97M-V functional and the def2-TZVPD basis", "smiles": "C/C=C(\\CO)CN(C)N", "homo_lumo_gap_ev": 9.46, "molar_mass_g_mol": 130.2, "homo_ev": -8.53, "species": ["H", "C", "H", "C", "N", "H", "H", "H", "C", "H", "H", "H", "C", "H", "O", "C", "H", "H", "H", "H", "N", "C", "H"], "xyz": [[1.58680, 1.24541, 2.33680], [2.06727, 1.25530, 1.37296], [-2.72061, -1.17988, 0.05937], [-1.81659, -1.19315, 0.70764], [-0.62396, -1.60101, -0.00938], [-0.68964, 2.29508, 0.28218], [1.72919, -0.72418, 0.52530], [-0.91294, 1.90705, -1.43560], [0.40216, 0.56260, -0.40423], [-1.65621, -0.18484, 1.09399], [0.46167, -1.12853, -1.72854], [-1.98863, -1.87680, 1.54498], [1.39298, 0.30027, 0.45926], [-0.71030, -3.58401, 0.21636], [0.79390, 2.93810, -0.89929], [-0.17398, 1.94395, -0.61926], [3.11485, 0.97256, 1.51498], [1.37128, 2.60882, -1.59907], [-1.57611, -3.05267, -1.08489], [2.03527, 2.27525, 1.00093], [-0.71742, -2.90333, -0.54408], [-0.24715, -0.59088, -1.09783], [-1.12184, -0.28512, -1.69259]]}

***

--- two ---
{"formula": "C6H14N2O", "method": "the ωB97M-V functional and the def2-TZVPD basis", "homo_lumo_gap_ev": [7.09, 8.74], "molar_mass_g_mol": 130.2, "homo_ev": [-6.91, -7.98], "species": ["H", "H", "H", "H", "H", "C", "N", "C", "C", "H", "H", "H", "H", "H", "O", "H", "H", "C", "N", "C", "C", "H", "H"], "xyz": [[-2.01780, -1.34832, 0.88057], [1.58769, -1.08095, 1.06214], [-0.07276, 0.55792, -3.49705], [-0.96498, 1.95445, 1.49790], [-2.10068, 0.80430, 2.15507], [-1.03970, 0.88002, 2.05105], [0.63900, 0.86713, -1.51316], [-1.19155, -0.61224, -1.02443], [1.18310, -0.11113, 1.52019], [-1.88482, -1.41415, -1.38957], [-1.61389, 0.46578, -0.89871], [0.69225, -1.28803, -1.61357], [2.39735, -0.03591, -1.10018], [1.43498, 0.07466, 2.48467], [-0.38441, -0.35104, -3.23053], [-0.35997, -2.09488, 0.27710], [1.66607, 0.71991, 0.94026], [0.09231, -0.38916, -1.84107], [1.79571, 0.79345, -0.80100], [-0.97858, -1.06648, 0.41533], [-0.25892, -0.17511, 1.42463], [-0.78188, 1.11148, 3.00878], [2.16150, 1.73829, -0.80843]]}

***

--- three ---
{"formula": "C6H14N2O", "method": "the ωB97M-V functional and the def2-TZVPD basis", "homo_lumo_gap_ev": 7.76, "molar_mass_g_mol": 130.2, "homo_ev": -7.07, "species": ["H", "C", "H", "C", "C", "N", "N", "H", "H", "C", "H", "H", "H", "H", "H", "O", "H", "H", "C", "C", "H", "H", "H"], "xyz": [[-0.87969, -0.85083, 1.57339], [-1.14426, 0.12437, -1.71615], [-0.23437, -2.91142, 0.49355], [1.13740, -0.83699, 0.69332], [-0.52385, -0.95563, 0.54436], [1.84401, -1.90111, 0.40275], [-0.82412, -2.24896, -0.02730], [1.47766, -0.25290, 1.56211], [-0.96525, 1.06440, -2.24370], [-1.35867, 1.43373, 0.45019], [-2.44800, 1.32553, 0.50490], [1.62564, 2.11260, 0.81049], [1.89216, 2.28061, -0.97416], [2.89901, 1.21746, 0.00280], [2.04089, -2.41426, 1.26239], [1.01850, 0.50571, -0.40225], [-1.76031, -2.62648, 0.02888], [-1.12227, 2.36845, -0.06255], [-0.77783, 0.25089, -0.27025], [1.88291, 1.59860, -0.12258], [-2.21329, -0.10341, -1.80110], [-0.58291, -0.68330, -2.18202], [-0.98335, 1.50292, 1.47293]]}

***

--- four ---
{"formula": "C6H14N2O", "method": "the ωB97M-V functional and the def2-TZVPD basis", "homo_lumo_gap_ev": 8.20, "molar_mass_g_mol": 130.2, "homo_ev": -7.34, "species": ["H", "H", "H", "O", "H", "H", "C", "H", "C", "H", "H", "C", "H", "C", "H", "H", "H", "C", "N", "H", "H", "N", "C"], "xyz": [[-0.52198, 2.72151, 1.18488], [1.34504, -2.40781, 1.56949], [-1.69350, -0.83464, -0.77081], [1.67141, 0.01924, 1.24396], [-0.37900, -2.09883, 1.74730], [-1.24255, -0.06178, 1.68868], [-1.30328, 1.96014, 1.07233], [0.19363, -2.75314, 0.29383], [0.39438, -0.24124, -0.84487], [2.03166, 0.75880, -1.62451], [0.61036, 1.65914, -1.60944], [0.62743, -0.60297, 0.62691], [-1.95661, 2.23912, 1.90172], [-0.98063, 0.52060, 0.80746], [-1.91702, 2.41907, 0.27909], [-1.48490, 0.85332, -1.31908], [0.21421, -1.07436, -2.69930], [0.46430, -2.02606, 1.05807], [0.55676, -1.33041, -1.77974], [1.51950, -1.64129, -1.83619], [1.79282, 0.86458, 0.75852], [1.17740, 0.96925, -1.12049], [-1.11941, 0.08777, -0.62781]]}

***

Tell me which of them is the most stable. Sure, it is one.

***

--- one ---
{"formula": "C4H14O3", "method": "the ωB97M-V functional and the def2-TZVPD basis", "smiles": "C/C=C/C.O.O.O", "homo_lumo_gap_ev": 9.30, "molar_mass_g_mol": 110.2, "homo_ev": -9.10, "species": ["H", "O", "O", "H", "H", "H", "H", "H", "H", "H", "H", "C", "H", "O", "H", "C", "C", "H", "H", "H", "C"], "xyz": [[0.84766, 0.54593, 5.85147], [1.19566, -1.27045, 1.50106], [3.21597, 1.56423, 1.27211], [3.11488, 0.64559, 0.97167], [1.16119, 0.98937, -2.20478], [-0.04723, 2.06756, -1.57206], [-2.61720, -1.60398, -1.07296], [-2.40364, 0.56087, -3.28444], [-0.05889, 1.67890, -3.29701], [0.32341, -1.00024, 1.81143], [1.28855, -0.77497, 5.26666], [0.10507, 1.26918, -2.29796], [-3.93638, -0.82071, -1.88300], [1.11555, -0.34281, 6.10967], [-2.92106, -2.08162, -2.72000], [-2.93201, -1.22466, -2.04617], [-2.02903, -0.10164, -2.50493], [-0.45744, -0.57065, -1.24976], [1.71867, -1.42576, 2.29216], [4.13207, 1.77134, 1.06036], [-0.81581, 0.12450, -2.00355]]}

***

--- two ---
{"formula": "C4H14O3", "method": "the ωB97M-V functional and the def2-TZVPD basis", "smiles": "C/C=C/C.O.O.O", "homo_lumo_gap_ev": 9.52, "molar_mass_g_mol": 110.2, "homo_ev": -9.03, "species": ["C", "H", "H", "O", "O", "H", "H", "H", "H", "H", "H", "H", "H", "C", "O", "H", "C", "H", "H", "H", "C"], "xyz": [[1.88624, -2.06422, -0.57654], [1.73897, 0.88911, 2.98337], [1.64481, -1.95879, -1.63368], [-3.39077, 0.47815, 0.18384], [-1.24158, 2.58488, -1.46988], [-3.04299, 0.83087, -0.64400], [-1.76438, 0.00692, -2.73984], [-1.21520, 2.98991, -0.59911], [1.54682, -3.04572, -0.23510], [-0.73687, 1.76185, -1.44765], [0.29076, -0.56586, -0.13012], [2.96955, -2.06632, -0.45134], [-3.64766, 1.24497, 0.70302], [1.73557, -0.49951, 1.36171], [-1.19808, -0.17703, -1.97770], [0.17225, 0.21812, 2.67758], [1.06635, 0.58787, 2.17698], [-1.65618, -0.93393, -1.58773], [2.75942, -0.76427, 1.60962], [0.85925, 1.46396, 1.56620], [1.22372, -0.98098, 0.23036]]}

***

Tell me which of them is the most stable. Sure, it is two.

***

--- one ---
{"formula": "C4H14O3", "method": "the ωB97M-V functional and the def2-TZVPD basis", "smiles": "C=C(C)C.O.O.O", "homo_lumo_gap_ev": 9.87, "molar_mass_g_mol": 110.2, "homo_ev": -9.21, "species": ["H", "O", "H", "C", "H", "H", "C", "O", "H", "H", "H", "H", "O", "H", "H", "H", "H", "C", "H", "H", "C"], "xyz": [[2.65392, -3.21483, 1.81701], [1.38125, 3.01369, -0.92140], [-1.58538, 0.65008, -3.20607], [1.87698, -1.25768, 0.33385], [-0.32147, -1.29456, 2.85233], [2.13058, -2.46889, 3.31863], [1.35696, -1.57730, 1.51616], [-4.69616, 1.68061, -1.66941], [0.87683, 2.93985, -0.10746], [-0.25693, 1.23190, -2.58946], [-5.43474, 2.20996, -1.37292], [0.75684, 0.09033, 2.72087], [-0.78195, 0.43950, -2.72844], [2.06138, 2.33341, -0.90920], [1.00244, -3.49736, 2.41882], [-0.36407, -0.27994, 1.40700], [-4.71441, 0.75925, -1.42514], [1.80263, -2.76971, 2.32018], [1.33851, -0.56012, -0.28577], [2.74396, -1.79033, -0.02999], [0.29085, -0.72087, 2.16039]]}

***

--- two ---
{"formula": "C4H14O3", "method": "the ωB97M-V functional and the def2-TZVPD basis", "smiles": "CC[C@H](C)O.O.O", "homo_lumo_gap_ev": 11.37, "molar_mass_g_mol": 110.2, "homo_ev": -10.59, "species": ["H", "H", "C", "H", "H", "C", "O", "O", "H", "H", "H", "O", "H", "H", "C", "H", "H", "H", "C", "H", "H"], "xyz": [[-1.31107, -3.03802, 4.07189], [-0.47110, -1.08113, 0.94157], [1.53870, 0.32146, -0.37647], [-1.44375, -2.51555, 2.68864], [-1.63407, 0.41984, 1.03824], [2.27487, 1.66716, -0.38343], [-0.76536, -2.81763, 3.31089], [-2.97746, 0.54706, -2.18274], [3.28779, 1.40089, -0.05479], [-0.06150, 0.52604, 1.62754], [1.85728, -0.36082, 0.45014], [-0.37895, -0.59002, -1.46539], [-2.16541, 0.26360, -1.73206], [-3.05054, -0.16112, -2.82868], [-0.61619, 0.01446, 0.84168], [1.93800, -0.40412, -1.16549], [0.18682, -0.43873, -2.22683], [1.78270, 2.39698, 0.26332], [0.03408, 0.41182, -0.48326], [-0.26497, 1.36437, -0.91467], [2.24013, 2.07345, -1.42010]]}

***

Tell me which of them is the most stable. Sure, it is two.

***

--- one ---
{"formula": "C4H14O3", "method": "the ωB97M-V functional and the def2-TZVPD basis", "smiles": "C=CCC.O.O.O", "homo_lumo_gap_ev": 9.78, "molar_mass_g_mol": 110.2, "homo_ev": -9.27, "species": ["H", "C", "H", "H", "H", "O", "O", "H", "H", "C", "H", "H", "C", "H", "H", "C", "H", "H", "H", "H", "O"], "xyz": [[-0.51426, -0.59724, -1.72179], [-1.49454, -2.50004, -0.88983], [1.63280, 2.18858, 3.70101], [0.20567, 1.79295, -3.15760], [5.42477, 4.89119, 0.46145], [1.75755, 1.23305, 3.65813], [4.80896, 4.44492, 1.05533], [-2.24618, -0.53622, -1.46729], [3.87434, 4.60568, 0.96897], [-2.40952, -2.86700, 0.28676], [2.52913, 1.16617, 3.08208], [-2.69798, -3.89377, 0.16942], [-1.32066, -1.04108, -1.12567], [-0.48557, -2.94318, -0.78698], [1.57221, 1.63417, -3.80734], [-2.80710, -1.96820, 1.22212], [-3.61333, -2.37209, 1.80844], [-1.09108, -0.62171, -0.12829], [-2.25104, -1.05560, 1.35879], [-1.96870, -3.05271, -1.72208], [1.09454, 1.49213, -2.96562]]}

***

--- two ---
{"formula": "C4H14O3", "method": "the ωB97M-V functional and the def2-TZVPD basis", "smiles": "CC[C@H](C)O.O.O", "homo_lumo_gap_ev": 11.36, "molar_mass_g_mol": 110.2, "homo_ev": -10.70, "species": ["H", "C", "C", "H", "H", "H", "H", "O", "H", "H", "H", "O", "C", "H", "H", "O", "H", "H", "H", "H", "C"], "xyz": [[3.55008, 0.59420, -1.52993], [-1.50727, -0.34576, 0.15186], [-1.72270, -1.59625, -0.69878], [-0.60704, -1.43460, 1.73103], [0.61600, 0.78431, -1.21639], [1.74859, 1.89350, -1.05856], [-1.95051, -2.40556, 0.02098], [-1.26878, 0.81707, -0.65782], [0.40954, 0.69605, 2.75573], [-1.36855, 0.74863, 2.94511], [0.55345, -0.37025, 0.69827], [4.51425, 0.66331, -1.67853], [-0.54009, 0.69298, 2.23802], [-1.94029, 0.87090, -1.34214], [-2.47798, -0.17450, 0.65546], [1.44849, 1.13527, -1.56409], [-0.79317, -1.87477, -1.21600], [4.77435, -0.27325, -1.61582], [-2.56723, -1.48343, -1.39975], [-0.42744, 1.53169, 1.55923], [-0.44369, -0.46954, 1.22213]]}

***

Tell me which of them is the most stable. Sure, it is two.